A 9-piece molecular cluster, C48H79BN7O9 overall. Source: the Open Molecules 2025 dataset; level of theory: ωB97M-V/def2-TZVPD.

The value obtained for the maximum force is 0.0609 hartree/bohr. As for the LUMO energy: -1.8 eV. The calculation puts the energy above the lowest of the compared OMol25 structures with the same formula, charge and spin at 0.0 kcal per mole. As for the frontier orbital gap: 0.2713 Ha.

```
! RIJCOSX wB97M-V def2-TZVPD def2/J DEFGRID3
* xyz 1 1
C -1.919 -1.400 3.426
C -1.121 -2.369 2.557
C -1.578 -2.464 1.058
C -2.199 -3.807 0.690
N -3.308 -3.691 -0.309
C -3.761 -5.122 -0.665
C -3.767 -5.171 -2.187
C -2.562 -4.280 -2.536
C -2.753 -3.100 -1.626
C -4.458 -2.869 0.159
C -5.043 -3.342 1.482
C -6.101 -2.372 2.002
H -2.980 -1.620 3.547
H -1.812 -0.356 3.109
H -1.453 -1.401 4.416
H -1.175 -3.347 3.049
H -0.092 -2.018 2.534
H -0.632 -2.395 0.526
H -2.251 -1.630 0.886
H -2.623 -4.289 1.572
H -1.454 -4.491 0.291
H -4.738 -5.211 -0.202
H -3.019 -5.804 -0.271
H -4.689 -4.723 -2.563
H -3.679 -6.203 -2.514
H -2.664 -4.075 -3.597
H -1.635 -4.817 -2.339
H -3.549 -2.452 -1.997
H -1.940 -2.432 -1.366
H -5.208 -2.849 -0.625
H -4.090 -1.865 0.357
H -4.301 -3.451 2.286
H -5.413 -4.371 1.421
H -5.891 -1.308 1.940
H -6.334 -2.603 3.041
H -7.010 -2.534 1.418
C 4.352 -3.406 -3.391
C 4.235 -2.639 -2.084
C 4.065 -1.143 -2.230
C 3.897 -0.401 -0.932
N 3.989 1.090 -1.101
C 3.882 1.750 0.248
C 3.256 3.116 0.046
C 2.341 2.925 -1.150
C 2.800 1.648 -1.852
C 5.207 1.591 -1.795
C 6.473 1.052 -1.162
C 7.698 1.875 -1.641
H 5.238 -3.221 -3.998
H 3.448 -3.309 -3.992
H 4.448 -4.460 -3.105
H 5.114 -2.830 -1.450
H 3.447 -3.102 -1.481
H 3.137 -0.978 -2.805
H 4.817 -0.725 -2.896
H 4.659 -0.635 -0.175
H 2.984 -0.574 -0.356
H 4.806 1.861 0.801
H 3.173 1.146 0.817
H 4.064 3.832 -0.122
H 2.683 3.450 0.908
H 2.387 3.782 -1.826
H 1.289 2.903 -0.883
H 3.020 1.879 -2.889
H 1.979 0.935 -1.842
H 5.219 2.675 -1.741
H 5.182 1.235 -2.817
H 6.689 0.017 -1.431
H 6.453 1.150 -0.074
H 7.730 1.834 -2.734
H 8.600 1.445 -1.216
H 7.609 2.921 -1.347
O -1.656 1.522 -3.641
C -1.582 1.384 -2.484
O -0.596 1.727 -1.694
B -0.852 1.238 -0.340
O -2.167 0.594 -0.402
C -2.612 0.601 -1.627
O -3.625 0.190 -2.033
O -0.827 2.301 0.685
C -0.303 1.743 1.778
O -0.426 2.102 2.900
C 0.503 0.523 1.342
O 0.238 0.293 0.056
O 1.315 -0.076 1.983
N -0.184 -3.056 -4.079
C -0.083 -1.784 -3.620
C 0.605 -1.797 -2.436
C 1.101 -3.127 -2.299
C 0.657 -3.867 -3.347
H -0.707 -3.290 -4.897
H -0.682 -1.015 -4.086
H 0.847 -0.967 -1.802
H 1.754 -3.462 -1.508
H 0.780 -4.900 -3.620
N -4.681 3.146 -3.103
C -5.982 3.221 -2.658
C -6.534 4.338 -3.237
C -5.579 4.881 -4.131
C -4.446 4.118 -4.023
H -4.028 2.534 -2.665
H -6.341 2.591 -1.865
H -7.519 4.703 -2.993
H -5.784 5.682 -4.819
H -3.465 4.198 -4.460
N 0.948 6.522 3.586
C 0.766 7.616 2.778
C 0.561 7.157 1.498
C 0.815 5.763 1.536
C 0.895 5.367 2.838
H 0.930 6.580 4.585
H 0.701 8.612 3.176
H 0.319 7.724 0.617
H 0.897 5.150 0.649
H 0.924 4.423 3.352
N -6.161 1.380 1.451
C -7.422 0.931 1.787
C -7.888 0.212 0.715
C -6.814 0.073 -0.210
C -5.761 0.822 0.263
H -5.757 2.096 2.023
H -7.881 1.334 2.675
H -8.863 -0.230 0.594
H -6.922 -0.512 -1.108
H -4.778 1.127 -0.051
N 6.555 -1.084 2.176
C 5.510 -0.328 2.679
C 4.394 -1.117 2.647
C 4.761 -2.398 2.148
C 6.100 -2.344 1.882
H 7.497 -0.777 2.048
H 5.679 0.697 2.954
H 3.408 -0.767 2.921
H 4.105 -3.234 1.979
H 6.762 -3.015 1.358
C 1.991 1.447 4.953
C 3.183 1.783 5.835
O 4.440 1.457 5.217
H 1.065 1.939 5.278
H 1.776 0.382 4.943
H 2.139 1.924 3.980
H 3.072 1.223 6.787
H 3.222 2.817 6.187
H 4.523 0.501 5.127
*
```